A 18-piece molecular cluster, C62H173N13O23 overall in a non-equilibrium geometry, computed with ωB97M-V/def2-TZVPD.

Properties
- energy (Ha) = -4908.055775
- strongest force on any atom (eV Å⁻¹) = 3.11
- relative energy (zero: lowest compared OMol25 entry of this formula, charge and spin) (kJ/mol) = 157.1
- Kohn-Sham gap (eV) = 9.17

Last column: Mulliken charge in e.
Positions of all 271 atoms, in Å:
C (-1.313, -4.832, -1.562)  0.988
C (-1.251, -4.870, -0.020)  1.041
O (-1.723, -6.073, 0.559)  -0.431
O (-0.454, -5.854, -2.066)  -0.637
H (-0.986, -3.822, -1.886)  -0.880
H (-2.364, -4.920, -1.893)  0.437
H (-1.845, -4.036, 0.395)  -0.748
H (-0.185, -4.718, 0.347)  -0.933
H (-1.488, -6.779, -0.061)  0.342
H (-0.269, -5.617, -2.953)  0.332
C (2.619, 0.008, 1.955)  1.502
C (1.777, 0.369, 3.130)  -0.027
O (0.588, -0.392, 3.150)  0.176
O (2.098, 0.341, 0.689)  2.188
H (2.790, -1.081, 1.898)  -0.548
H (3.600, 0.532, 2.036)  -0.966
H (1.521, 1.414, 3.173)  -0.876
H (2.369, 0.220, 4.031)  0.524
H (-0.045, 0.041, 3.755)  -0.215
H (1.391, -0.305, 0.397)  -0.998
C (-0.849, 2.581, -6.194)  0.139
C (-2.006, 3.229, -5.363)  0.297
O (-1.469, 4.169, -4.412)  -0.600
O (-0.085, 3.698, -6.746)  -0.629
H (-1.225, 2.025, -7.052)  0.402
H (-0.209, 1.918, -5.656)  -0.305
H (-2.634, 2.446, -4.891)  -0.315
H (-2.574, 3.815, -6.138)  0.283
H (-0.926, 4.805, -4.934)  0.317
H (0.850, 3.442, -6.791)  0.342
C (0.683, -3.575, 3.031)  2.984
C (0.038, -4.873, 3.492)  -0.548
O (-0.971, -4.617, 4.520)  -0.511
O (1.255, -2.926, 4.159)  -0.757
H (-0.126, -2.977, 2.535)  -1.057
H (1.359, -3.818, 2.202)  -0.968
H (0.718, -5.641, 3.900)  0.437
H (-0.519, -5.246, 2.627)  -0.297
H (-0.481, -4.316, 5.285)  0.315
H (1.074, -1.954, 4.099)  0.337
C (-1.126, -1.179, 0.443)  0.444
C (-1.346, 0.310, 0.184)  1.252
O (-1.436, 0.475, -1.258)  0.038
O (0.191, -1.638, -0.032)  0.686
H (-1.879, -1.744, -0.102)  0.186
H (-1.079, -1.466, 1.495)  -1.043
H (-0.625, 0.945, 0.685)  -0.608
H (-2.313, 0.523, 0.696)  -0.558
H (-1.727, 1.432, -1.399)  -0.159
H (0.240, -1.601, -1.022)  -0.497
C (4.225, -5.578, -4.938)  -1.616
C (4.428, -4.641, -3.761)  0.568
C (3.107, -4.771, -2.867)  -0.233
O (3.401, -4.149, -1.560)  0.027
C (2.272, -4.249, -0.727)  0.557
N (5.690, -4.812, -3.118)  -0.595
H (5.043, -5.483, -5.647)  0.426
H (3.323, -5.306, -5.473)  0.294
H (4.185, -6.589, -4.541)  0.393
H (4.395, -3.589, -4.040)  0.168
H (2.856, -5.798, -2.624)  0.635
H (2.270, -4.326, -3.424)  -0.498
H (2.012, -5.304, -0.574)  0.671
H (1.404, -3.642, -1.050)  -0.385
H (2.623, -3.866, 0.230)  -0.885
H (5.678, -5.727, -2.707)  0.363
H (5.745, -4.147, -2.330)  0.115
C (-6.102, 2.688, -1.808)  -0.945
C (-5.817, 2.512, -3.306)  0.147
C (-5.520, 3.884, -3.987)  -0.484
O (-6.766, 4.565, -4.122)  -0.372
C (-6.841, 5.782, -4.817)  -0.801
N (-4.705, 1.665, -3.519)  0.003
H (-5.178, 2.969, -1.272)  0.336
H (-6.394, 1.741, -1.325)  -0.415
H (-6.869, 3.425, -1.601)  0.605
H (-6.738, 2.191, -3.826)  0.408
H (-5.106, 3.749, -5.011)  0.444
H (-4.773, 4.524, -3.488)  0.181
H (-6.505, 6.565, -4.129)  0.293
H (-7.910, 5.891, -4.988)  0.266
H (-6.312, 5.833, -5.779)  0.298
H (-4.711, 1.321, -4.494)  0.385
H (-4.739, 0.833, -2.934)  -0.157
C (-0.525, 4.002, 0.041)  -1.028
C (-1.956, 3.890, -0.490)  2.577
C (-2.646, 5.232, -0.666)  -0.934
O (-3.093, 5.858, 0.559)  -0.483
C (-4.324, 5.301, 0.959)  -0.455
N (-1.909, 3.135, -1.767)  0.534
H (-0.046, 3.120, 0.495)  -0.404
H (-0.553, 4.883, 0.677)  0.394
H (0.123, 4.175, -0.848)  0.444
H (-2.581, 3.298, 0.206)  -1.213
H (-3.532, 5.076, -1.328)  0.239
H (-2.066, 5.953, -1.186)  0.454
H (-5.167, 5.745, 0.430)  0.369
H (-4.400, 5.565, 2.004)  0.291
H (-4.333, 4.227, 0.811)  -0.002
H (-1.361, 3.578, -2.512)  -0.042
H (-2.843, 3.079, -2.164)  -0.721
C (5.839, -1.455, -0.230)  -1.260
C (5.435, -0.771, -1.548)  1.454
C (6.255, -1.278, -2.748)  -0.873
O (7.631, -1.150, -2.413)  -0.403
C (8.499, -1.258, -3.490)  -0.723
N (4.009, -0.996, -1.798)  1.897
H (6.913, -1.449, -0.075)  0.555
H (5.477, -2.481, -0.233)  0.215
H (5.364, -0.865, 0.557)  -0.025
H (5.567, 0.307, -1.501)  -0.780
H (6.048, -0.737, -3.679)  0.468
H (6.041, -2.326, -3.015)  -0.092
H (9.473, -1.533, -3.098)  0.314
H (8.625, -0.332, -4.084)  0.171
H (8.207, -2.079, -4.165)  0.297
H (3.418, -0.590, -1.055)  -0.722
H (3.810, -2.000, -1.879)  -0.591
C (-1.622, 3.190, 3.727)  -0.951
C (-1.061, 2.481, 5.009)  0.827
C (-1.626, 3.190, 6.251)  -0.888
O (-1.203, 2.508, 7.375)  -0.340
C (-1.681, 2.998, 8.649)  -0.802
N (-1.376, 1.025, 4.976)  -0.054
H (-2.710, 3.179, 3.673)  0.164
H (-1.287, 2.821, 2.765)  -0.149
H (-1.244, 4.211, 3.773)  0.568
H (0.030, 2.543, 5.128)  0.054
H (-2.714, 3.098, 6.146)  0.009
H (-1.368, 4.247, 6.281)  0.583
H (-1.004, 2.524, 9.368)  0.259
H (-2.757, 2.822, 8.822)  0.241
H (-1.520, 4.078, 8.677)  0.344
H (-2.278, 0.711, 4.687)  -0.334
H (-1.141, 0.629, 5.890)  0.297
C (-5.811, -1.519, -1.095)  -0.445
C (-6.669, -2.066, 0.035)  1.620
C (-8.093, -1.595, -0.132)  -1.155
O (-8.153, -0.206, 0.021)  -0.042
C (-9.455, 0.250, -0.116)  -1.011
N (-6.606, -3.498, -0.054)  -0.725
H (-4.770, -1.620, -0.730)  -0.347
H (-5.863, -0.432, -1.259)  -0.587
H (-5.898, -2.076, -2.039)  0.573
H (-6.309, -1.554, 0.928)  -0.275
H (-8.759, -2.066, 0.652)  0.451
H (-8.511, -1.913, -1.094)  0.460
H (-10.103, -0.220, 0.618)  0.335
H (-9.814, -0.116, -1.070)  0.372
H (-9.423, 1.324, -0.053)  0.274
H (-7.223, -3.903, 0.626)  0.368
H (-5.625, -3.785, 0.145)  0.108
C (-1.202, -0.740, -4.865)  -1.262
C (-0.732, -1.828, -3.921)  0.544
C (0.081, -2.911, -4.726)  -0.037
O (-0.565, -3.389, -5.881)  -0.489
C (-1.807, -3.950, -5.650)  -0.514
N (0.173, -1.311, -2.873)  1.210
H (-0.397, -0.288, -5.483)  0.218
H (-1.578, 0.137, -4.328)  0.001
H (-1.995, -1.005, -5.581)  0.508
H (-1.572, -2.368, -3.395)  0.286
H (0.431, -3.772, -4.119)  -0.713
H (0.945, -2.420, -5.143)  0.443
H (-2.185, -4.362, -6.590)  0.329
H (-2.545, -3.219, -5.309)  0.226
H (-1.890, -4.753, -4.923)  0.154
H (1.089, -0.986, -3.163)  -0.604
H (-0.302, -0.475, -2.491)  -0.468
C (6.824, 5.427, -1.952)  -1.346
C (5.885, 5.891, -0.849)  -0.041
C (4.701, 4.912, -0.789)  -0.122
O (5.233, 3.599, -0.537)  -0.510
C (4.334, 2.603, -0.140)  1.933
N (6.562, 6.091, 0.441)  -0.753
H (7.097, 4.377, -1.856)  0.203
H (7.738, 6.001, -1.760)  0.469
H (6.452, 5.623, -2.944)  0.325
H (5.546, 6.895, -1.097)  0.414
H (4.125, 4.831, -1.711)  0.211
H (3.921, 5.183, -0.045)  0.045
H (3.822, 3.093, 0.693)  -0.297
H (4.925, 1.819, 0.212)  0.194
H (3.648, 2.414, -0.952)  -0.903
H (5.898, 6.254, 1.168)  0.269
H (7.015, 5.206, 0.638)  0.336
C (1.945, 2.297, -3.234)  0.330
C (2.965, 1.856, -4.235)  0.087
C (4.380, 2.299, -3.828)  1.012
O (5.271, 1.939, -4.865)  -0.419
C (6.644, 2.147, -4.592)  -0.676
N (2.835, 0.405, -4.502)  -0.081
H (2.075, 1.923, -2.229)  -1.040
H (0.969, 1.877, -3.494)  -0.309
H (1.935, 3.387, -3.194)  0.702
H (2.767, 2.351, -5.187)  0.198
H (4.605, 1.737, -2.911)  -1.114
H (4.529, 3.395, -3.571)  0.359
H (6.937, 1.605, -3.705)  0.196
H (6.949, 3.164, -4.503)  0.283
H (7.179, 1.739, -5.437)  0.296
H (3.447, 0.203, -5.300)  0.367
H (3.125, -0.119, -3.665)  -0.401
C (1.943, 4.229, 2.525)  -0.809
C (2.759, 4.325, 3.828)  1.226
C (4.231, 4.023, 3.611)  -1.360
O (4.361, 2.580, 3.305)  -0.159
C (5.674, 2.222, 2.955)  -0.796
N (2.771, 5.700, 4.400)  -0.757
H (2.238, 5.079, 1.912)  0.692
H (0.918, 4.511, 2.748)  0.281
H (1.998, 3.269, 1.957)  -0.459
H (2.406, 3.566, 4.508)  -0.135
H (4.874, 4.143, 4.506)  0.633
H (4.660, 4.634, 2.824)  0.219
H (5.699, 1.131, 2.997)  0.177
H (6.397, 2.653, 3.652)  0.516
H (5.880, 2.531, 1.953)  0.090
H (1.875, 6.079, 4.678)  0.242
H (3.318, 5.668, 5.224)  0.288
C (4.293, -3.756, 2.490)  -0.661
C (4.181, -4.875, 3.453)  1.072
C (5.471, -5.627, 3.587)  -1.034
O (5.771, -6.213, 2.308)  -0.209
C (7.020, -6.851, 2.136)  -0.781
N (3.920, -4.252, 4.803)  -0.771
H (5.160, -3.130, 2.735)  0.535
H (3.478, -3.044, 2.640)  -0.396
H (4.387, -4.093, 1.465)  0.065
H (3.433, -5.611, 3.158)  0.032
H (5.333, -6.489, 4.235)  0.460
H (6.313, -5.016, 3.890)  0.375
H (6.981, -7.266, 1.108)  0.217
H (7.164, -7.737, 2.809)  0.276
H (7.910, -6.189, 2.206)  0.312
H (4.030, -4.889, 5.607)  0.289
H (2.963, -3.947, 4.798)  0.298
C (-3.718, -6.339, 3.462)  -1.452
C (-4.308, -5.124, 2.740)  -0.235
C (-3.628, -3.770, 2.705)  2.154
O (-3.815, -3.032, 3.947)  -0.623
C (-3.096, -1.790, 3.909)  0.106
N (-4.647, -5.502, 1.344)  -0.381
H (-3.462, -6.121, 4.464)  0.358
H (-2.852, -6.617, 2.899)  0.160
H (-4.446, -7.171, 3.334)  0.416
H (-5.306, -4.876, 3.145)  0.396
H (-4.106, -3.242, 1.823)  -0.329
H (-2.553, -3.694, 2.516)  -0.952
H (-3.097, -1.489, 4.946)  0.299
H (-3.589, -1.040, 3.265)  -0.123
H (-2.059, -1.962, 3.599)  -0.062
H (-5.344, -6.248, 1.283)  0.295
H (-3.828, -5.882, 0.849)  0.069
C (-4.785, 1.222, 1.755)  1.497
C (-6.114, 1.458, 2.476)  1.030
C (-5.890, 2.102, 3.818)  -1.174
O (-4.898, 1.382, 4.602)  0.079
C (-4.950, 1.715, 5.993)  -1.198
N (-7.007, 2.349, 1.673)  -0.587
H (-4.254, 2.160, 1.384)  -0.508
H (-5.011, 0.628, 0.853)  -0.119
H (-4.056, 0.689, 2.326)  -1.021
H (-6.541, 0.453, 2.640)  0.093
H (-6.814, 2.263, 4.427)  0.386
H (-5.477, 3.133, 3.649)  0.203
H (-5.843, 1.336, 6.466)  0.388
H (-4.918, 2.813, 6.071)  0.447
H (-4.064, 1.285, 6.386)  0.267
H (-6.664, 2.388, 0.723)  -0.033
H (-7.952, 1.962, 1.660)  0.344